# 1
Formula: C27H59ClNbO4
Source: the OMol25 dataset
Level of theory: the ωB97M-V functional and the def2-TZVPD basis

Cartesian coordinates (Å):
C1 -3.21834 4.98582 0.74557
C2 -4.13934 4.12173 1.25481
C3 -4.22646 2.72197 0.73969
Nb1 -4.29372 1.15547 2.35085
Cl1 -4.38410 -0.62197 4.08473
C4 -2.03361 0.88429 2.46268
C5 -1.24665 2.16569 2.76727
C6 0.26064 2.01013 2.48849
C7 0.58408 2.05109 0.97089
C8 1.05739 0.67583 0.50493
C9 1.53158 0.61946 -0.95903
C10 1.13898 -0.77786 -1.51018
C11 1.64640 -1.93608 -0.62168
C12 0.52874 -2.84714 -0.05152
C13 0.24489 -2.69294 1.44116
C14 1.44282 -2.91580 2.35806
C15 1.01520 -2.90319 3.83933
C16 0.81790 -4.28305 4.47950
C17 0.07604 -5.30662 3.61931
C18 -6.53184 1.28229 2.65088
C19 -7.40148 0.44099 1.69948
C20 -7.14453 -1.04633 1.71818
O1 -7.66767 -1.62490 2.90841
C21 -7.58820 -3.02638 2.90363
H1 -2.58414 5.61267 1.36737
H2 -3.08346 5.09472 -0.32744
H3 -4.82420 4.48985 2.01327
H4 -5.04729 2.57295 0.02218
H5 -3.29976 2.52585 0.19177
H6 -4.31827 -0.05181 0.96598
H7 -4.05888 2.46241 3.64097
H8 -1.81352 0.17676 3.26804
H9 -1.73648 0.41272 1.52004
H10 -1.43569 2.50362 3.78421
H11 -1.59712 2.95024 2.08821
H12 0.56398 1.03433 2.88105
H13 0.82949 2.76264 3.04041
H14 -0.33035 2.31150 0.43626
H15 1.35088 2.81229 0.81897
H16 0.21014 0.00233 0.59963
H17 1.88773 0.36395 1.13797
H18 2.61432 0.75026 -1.03493
H19 1.06090 1.38865 -1.57317
H20 0.04752 -0.75612 -1.54557
H21 1.47845 -0.91632 -2.53800
H22 2.32940 -1.57812 0.14439
H23 2.24514 -2.56958 -1.28134
H24 0.75101 -3.88660 -0.29846
H25 -0.38858 -2.59464 -0.58669
H26 -0.51062 -3.43854 1.70158
H27 -0.20692 -1.73064 1.68049
H28 2.14907 -2.09392 2.23108
H29 1.96122 -3.85565 2.15702
H30 0.10330 -2.31641 3.96826
H31 1.77253 -2.38443 4.43134
H32 1.77478 -4.70117 4.80261
H33 0.23569 -4.16864 5.39765
H34 0.59944 -5.45440 2.67403
H35 -0.93110 -4.96252 3.38846
H36 0.01843 -6.27303 4.11797
H37 -6.77622 2.33971 2.46463
H38 -6.81036 1.10216 3.68975
H39 -7.36923 0.80583 0.67199
H40 -8.44763 0.55571 2.01363
H41 -7.66876 -1.49840 0.86088
H42 -6.08889 -1.30690 1.60784
H43 -8.56079 -3.45046 3.16201
H44 -6.84660 -3.37735 3.62696
H45 -7.28346 -3.41898 1.92987
C22 5.16949 -0.61081 -2.69346
O2 4.89610 0.42695 -3.60865
C23 5.32356 1.69567 -3.14451
C24 5.69525 2.59915 -4.29812
O3 6.94909 2.30204 -4.89713
C25 7.03830 1.13972 -5.70520
C26 6.32099 1.24263 -7.03302
O4 4.92291 1.08933 -6.87083
C27 4.17917 1.74635 -7.86987
H46 4.58025 -0.48523 -1.77864
H47 4.89488 -1.55305 -3.16493
H48 6.23955 -0.64818 -2.45595
H49 6.18733 1.58975 -2.47751
H50 4.49780 2.15552 -2.58505
H51 5.81051 3.60775 -3.89465
H52 4.89659 2.63599 -5.04084
H53 6.72124 0.25062 -5.15673
H54 8.10418 1.02965 -5.91910
H55 6.68192 0.44110 -7.69331
H56 6.55300 2.21058 -7.49360
H57 4.43159 2.81249 -7.91188
H58 3.12622 1.65104 -7.61179
H59 4.34625 1.29195 -8.85384

Calculated values
**Total charge**: -1
**Multiplicity**: 1
**Energy above the lowest of the compared OMol25 structures with the same formula, charge and spin**: 0.0 kJ/mol
**Strongest force on any atom**: 0.0290 Eh/bohr
**LUMO level**: 2.166 eV

---

# 2
Formula: CH3BrFO2P
Source: the OMol25 dataset
Level of theory: the ωB97M-V functional and the def2-TZVPD basis

Cartesian coordinates (Å):
C1 -0.80946 0.80720 -0.00821
O1 1.12353 -1.72114 0.64334
O2 0.01754 0.77869 0.88764
F1 0.44314 2.70277 -1.41275
P1 1.36931 -0.61708 1.52670
Br1 2.94111 0.46101 0.41442
H1 -1.84475 0.98701 0.16485
H2 -0.40148 0.65599 -0.99232
H3 0.41370 3.23258 -2.20677

Calculated values
**Multiplicity**: 1
**Energy above the lowest of the compared OMol25 structures with the same formula, charge and spin**: 313.8 kJ/mol
**Strongest force on any atom**: 0.0529 Eh/bohr
**LUMO level**: -0.724 eV